Formula: C25H52ClNO9PS
Source: the Open Molecules 2025 dataset
Level of theory: ωB97M-V/def2-TZVPD

The geometry in XYZ format:
```
90
Properties=species:S:1:pos:R:3:forces:R:3:lowdin_charge:R:1
C 2.94818 -6.66027 0.50982 0.0401 0.0086 -0.1514 -0.288
P 3.67380 -5.00163 0.48623 0.0354 0.1951 0.0511 0.771
O 4.41785 -5.05143 -0.94371 -0.0184 -0.3866 0.0559 -0.325
S 1.80477 -3.89677 -0.25592 -0.0246 0.5891 -0.6776 0.508
Cl 1.33243 -3.02098 1.50090 0.0452 -0.0038 0.2542 0.300
O 0.66309 -4.91257 -0.50783 0.2529 -0.6734 0.2617 -0.639
N -0.97904 -4.66502 0.24736 -0.4916 -0.5745 0.6515 0.217
O -1.22002 -5.57770 0.80619 0.2644 0.7806 -0.6862 0.274
H 1.96564 -6.65292 0.97899 0.0176 0.0072 0.1090 0.035
H 3.62385 -7.27508 1.10547 -0.0403 -0.0630 0.0287 0.052
H 2.86857 -7.08042 -0.49168 -0.0199 0.0476 -0.0380 0.061
H 5.11099 -4.38485 -1.02484 -0.0695 0.2986 -0.0594 0.061
C 0.96214 1.45818 3.52294 -0.0195 0.0717 0.0263 -0.153
C 0.61552 2.32034 2.30799 -0.0188 -0.0447 -0.0064 -0.156
C 1.90638 2.26285 1.50388 -0.0107 0.0524 0.0148 -0.180
O 2.48427 0.97700 1.77866 0.0347 -0.0345 -0.0413 -0.168
C 1.81776 0.37465 2.88539 -0.0295 -0.0416 0.0161 -0.219
H 0.09044 1.05924 4.04232 -0.0049 0.0008 -0.0106 0.100
H 1.55372 2.03258 4.23876 0.0073 0.0058 -0.0146 0.120
H -0.20327 1.86544 1.74408 -0.0023 0.0100 -0.0038 0.109
H 0.32720 3.33907 2.56033 0.0044 -0.0035 0.0036 0.118
H 2.60598 3.04127 1.82352 -0.0001 -0.0047 0.0140 0.125
H 1.75179 2.35981 0.43128 0.0102 0.0269 0.0053 0.092
H 1.18576 -0.44193 2.51100 -0.0258 0.0107 0.0596 0.063
H 2.56676 -0.04586 3.55898 -0.0170 -0.0019 0.0112 0.121
C 4.31270 -0.00171 -2.51583 -0.0302 0.0169 0.0056 -0.155
C 4.96724 0.22821 -1.15468 0.0395 -0.0189 -0.0083 -0.149
C 4.27907 -0.82305 -0.29976 -0.0238 0.0819 0.0398 -0.189
O 3.99250 -1.92652 -1.18703 0.0645 -0.3309 0.1840 -0.239
C 4.18536 -1.51793 -2.54922 -0.0425 0.0516 -0.0451 -0.198
H 4.89509 0.38386 -3.35087 0.0029 0.0009 0.0090 0.118
H 3.32548 0.46468 -2.54315 -0.0030 -0.0120 -0.0031 0.107
H 6.04062 0.03705 -1.21543 -0.0017 -0.0002 0.0103 0.118
H 4.82018 1.23324 -0.76359 -0.0195 -0.0060 -0.0074 0.119
H 3.34608 -0.44089 0.11812 0.0135 -0.0087 -0.0046 0.096
H 4.90008 -1.18923 0.51939 0.0056 -0.0085 -0.0140 0.123
H 5.09580 -1.98468 -2.93887 0.0076 0.0133 -0.0037 0.119
H 3.33792 -1.86680 -3.14153 0.0017 -0.0118 0.0087 0.118
C -3.99286 1.97161 4.18740 0.0363 -0.0116 -0.0286 -0.163
C -4.45528 0.52087 4.06637 -0.0531 0.0193 0.0293 -0.171
C -3.14216 -0.23303 4.21544 -0.0325 0.0021 -0.0410 -0.211
O -2.32375 0.55630 5.07853 0.1042 -0.0347 -0.0334 -0.156
C -2.90458 1.85322 5.24642 -0.0272 0.0301 0.0194 -0.200
H -4.78476 2.65973 4.47861 -0.0057 -0.0118 0.0038 0.113
H -3.56989 2.31858 3.24160 0.0118 0.0015 0.0064 0.111
H -5.12937 0.26011 4.88282 0.0033 -0.0234 -0.0104 0.107
H -4.96239 0.29941 3.12771 0.0069 0.0080 -0.0023 0.113
H -2.63847 -0.33959 3.24463 0.0059 -0.0043 0.0038 0.110
H -3.27099 -1.22356 4.65447 -0.0115 0.0124 0.0105 0.106
H -3.32595 1.92698 6.25383 0.0019 0.0007 -0.0010 0.119
H -2.11798 2.60280 5.14671 0.0041 -0.0081 -0.0056 0.113
C -0.35078 2.76144 -3.23888 -0.0224 0.0183 -0.0076 -0.162
C 0.64659 3.84237 -3.65253 0.0099 -0.0267 0.0499 -0.170
C 0.79082 4.63124 -2.35897 -0.0161 0.0398 -0.0351 -0.188
O 0.61178 3.68966 -1.29361 0.0087 -0.0484 0.0403 -0.158
C 0.09453 2.46700 -1.81218 -0.0051 -0.0085 -0.0374 -0.221
H -0.32644 1.87773 -3.87626 0.0090 0.0069 -0.0057 0.107
H -1.36771 3.15918 -3.24581 0.0023 -0.0010 0.0124 0.116
H 1.59843 3.39218 -3.93867 0.0024 0.0175 -0.0119 0.108
H 0.31054 4.45342 -4.48709 0.0071 -0.0141 -0.0085 0.111
H 0.02237 5.40646 -2.27785 -0.0002 -0.0025 -0.0007 0.119
H 1.76782 5.10180 -2.24636 -0.0005 -0.0108 0.0073 0.119
H 0.88577 1.70481 -1.80119 -0.0030 -0.0062 0.0086 0.104
H -0.71661 2.12750 -1.16442 0.0018 0.0040 -0.0018 0.115
C 1.94638 3.70192 -9.08237 0.0291 -0.0059 0.0005 -0.167
C 1.41475 2.33912 -8.64237 -0.0309 0.0051 0.0023 -0.168
C 1.86629 2.29278 -7.18790 0.0017 -0.0163 -0.0278 -0.211
O 1.85906 3.64144 -6.72323 0.0072 -0.0005 0.0324 -0.161
C 1.71726 4.53688 -7.82963 -0.0084 0.0123 -0.0316 -0.200
H 1.43796 4.10871 -9.95494 -0.0071 -0.0105 0.0035 0.113
H 3.01276 3.63682 -9.30722 -0.0005 0.0056 0.0060 0.115
H 0.32467 2.32204 -8.70356 0.0015 -0.0010 0.0087 0.114
H 1.80246 1.50729 -9.22861 0.0092 0.0110 -0.0043 0.112
H 2.88150 1.88852 -7.10402 -0.0011 -0.0028 -0.0021 0.116
H 1.20562 1.69975 -6.55161 0.0010 0.0064 0.0017 0.110
H 0.70812 4.96242 -7.81903 0.0009 -0.0012 -0.0009 0.118
H 2.43508 5.34932 -7.71419 0.0009 -0.0073 0.0048 0.118
C -6.42588 -4.43231 6.12922 -0.0235 0.0096 0.0071 -0.166
C -6.45909 -4.52928 4.60522 0.0231 -0.0027 -0.0110 -0.171
C -6.57802 -3.06237 4.20976 -0.0297 -0.0231 0.0080 -0.205
O -5.89195 -2.32100 5.21832 0.0636 0.0395 -0.0222 -0.161
C -5.60759 -3.16457 6.33646 -0.0077 -0.0243 0.0215 -0.202
H -5.98337 -5.30063 6.61490 0.0004 -0.0024 -0.0117 0.112
H -7.43656 -4.30086 6.51966 0.0038 0.0066 0.0024 0.116
H -5.52120 -4.95054 4.23451 0.0004 0.0070 -0.0010 0.108
H -7.27955 -5.13408 4.22209 -0.0030 0.0009 0.0132 0.112
H -7.62571 -2.74640 4.18105 -0.0002 -0.0026 -0.0045 0.120
H -6.12607 -2.83694 3.24167 -0.0018 0.0046 0.0047 0.113
H -4.53420 -3.38558 6.35638 -0.0015 -0.0011 0.0014 0.115
H -5.86407 -2.62987 7.25114 0.0006 0.0039 -0.0067 0.120
```
Positions in Å, forces in eV/Å.

Computed properties:
Highest occupied orbital energy   -11.00 eV
DFT total energy   -2914.97285 hartree
Orbital gap   5.2 eV
Total charge   +1